# C16H18N4O4S3

An isolated molecule of C16H18N4O4S3 (ωB97M-V/def2-TZVPD, the OMol25 dataset).

The geometry in ORCA input format:
```
! wB97M-V def2-TZVPD RIJCOSX def2/J DEFGRID3
* xyz 0 1
C 3.09 -2.55 -4.07
C 2.56 -1.78 -3.14
C 2.84 -0.33 -3.02
H 1.93 0.26 -2.90
H 3.43 0.05 -3.85
S 3.87 0.04 -1.55
C 2.76 -0.28 -0.28
N 1.55 -0.69 -0.41
N 0.90 -0.86 0.74
C 1.60 -0.59 1.78
N 1.19 -0.69 3.08
C -0.04 -1.08 3.57
O -0.18 -1.31 4.74
C -1.13 -1.16 2.55
C -1.72 -2.38 2.27
C -2.73 -2.47 1.32
C -3.15 -1.33 0.66
C -2.58 -0.11 0.97
C -1.57 -0.01 1.91
H -1.17 0.96 2.14
S -3.07 1.35 0.06
O -3.02 2.49 0.92
O -4.28 1.06 -0.65
N -1.88 1.57 -1.09
C -0.62 2.12 -0.66
H -0.84 2.93 0.04
C 0.10 2.65 -1.90
H 1.11 3.00 -1.64
O 0.28 1.62 -2.85
C -0.95 1.06 -3.25
H -0.71 0.28 -3.97
C -1.71 0.49 -2.04
H -2.70 0.15 -2.33
H -1.13 -0.33 -1.60
H -1.57 1.83 -3.73
H -0.48 3.47 -2.34
H -0.01 1.35 -0.17
H -3.93 -1.36 -0.09
H -3.19 -3.42 1.10
H -1.38 -3.27 2.79
H 1.91 -0.57 3.79
S 3.25 -0.06 1.41
H 1.88 -2.18 -2.40
H 2.87 -3.60 -4.13
H 3.78 -2.16 -4.81
*
```

Summary:
- lowest unoccupied orbital energy (eV) = 0.1
- highest occupied orbital energy (Eh) = -0.3212
- Kohn-Sham gap (eV) = 8.87
- SMILES = C=CCSc1nnc(NC(=O)c2cccc(S(=O)(=O)N3CCOCC3)c2)s1
- energy above the lowest of the compared OMol25 structures with the same formula, charge and spin (kJ/mol) = 0.0


# C16H19AsN2O7PtSSe

A structure of composition C16H19AsN2O7PtSSe (ωB97M-V/def2-TZVPD, the OMol25 dataset).

The geometry in ORCA input format:
```
! wB97M-V def2-TZVPD RIJCOSX def2/J DEFGRID3
* xyz 0 5
Pt -1.06 1.42 -0.79
O 2.42 2.26 1.72
As 0.72 2.44 0.99
O -0.41 2.61 2.19
O 0.75 0.98 0.09
C 0.97 4.13 0.09
C 2.04 4.87 -0.28
C 1.92 5.59 -1.45
C 0.71 5.79 -2.12
C -0.43 5.17 -1.68
C -0.27 4.41 -0.53
S -2.77 1.94 -2.82
O -2.22 2.92 -3.74
O -3.68 2.34 -1.75
O -2.80 0.54 -3.22
H 2.26 2.30 2.71
H 3.00 4.77 0.16
H 2.79 6.12 -1.81
H 0.75 6.37 -3.05
H -1.34 5.06 -2.31
Se -1.74 3.49 0.06
C 0.76 -1.54 3.00
C 1.28 -2.46 1.85
N 0.33 -3.54 1.38
C 0.19 -4.72 2.24
C -1.25 -4.83 2.81
C -0.38 -3.61 0.20
O -1.21 -4.53 0.04
C -0.18 -2.60 -0.85
C -0.13 -3.01 -2.18
C -0.23 -1.99 -3.14
C -0.41 -0.69 -2.76
N -0.67 -0.36 -1.47
C -0.53 -1.30 -0.52
H 1.33 -0.60 2.91
H 0.79 -1.90 4.05
H -0.27 -1.22 2.77
H 2.22 -2.99 2.14
H 1.56 -1.76 1.06
H 0.91 -4.67 3.03
H 0.44 -5.61 1.62
H -1.92 -4.22 2.23
H -1.33 -4.46 3.82
H -1.51 -5.87 2.83
H -0.19 -4.08 -2.37
H -0.17 -2.15 -4.21
H -0.51 0.12 -3.49
H -0.51 -0.93 0.52
*
```

Summary:
- lowest unoccupied orbital energy (alpha / beta) (eV) = -1.4 / -4.6
- highest occupied orbital energy (alpha / beta) (Eh) = -0.1999 / -0.3336
- Kohn-Sham gap (alpha / beta) (eV) = 4.06 / 4.47


# C16H19BCoN6Se

A structure of composition C16H19BCoN6Se (ωB97M-V/def2-TZVPD, the OMol25 dataset).

The geometry in ORCA input format:
```
! wB97M-V def2-TZVPD RIJCOSX def2/J DEFGRID3
* xyz 0 4
H 0.41 -2.33 1.18
N -0.42 -1.46 -0.55
B -1.78 -0.75 -2.56
N -1.44 -1.76 -1.41
C -1.91 -2.97 -1.08
Co 0.54 0.19 -0.54
H -2.69 -3.41 -1.65
C -1.22 -3.43 0.05
H -1.34 -4.34 0.60
C -0.30 -2.44 0.37
H -2.58 -1.19 -3.32
C 1.62 1.65 -0.38
H 1.97 1.63 0.69
H 1.02 2.55 -0.68
H 2.49 1.37 -1.00
N -0.38 -0.43 -3.19
N -2.19 0.56 -1.87
N 0.65 -0.01 -2.31
N -1.31 1.22 -1.04
C 0.13 -0.56 -4.42
C -3.34 1.25 -1.90
H -0.52 -0.89 -5.22
H -4.16 0.89 -2.47
C 1.47 -0.19 -4.42
C -3.22 2.39 -1.11
C 1.76 0.13 -3.10
C -1.91 2.34 -0.60
H 2.17 -0.15 -5.23
H -3.94 3.15 -0.92
H 2.69 0.43 -2.63
H -1.41 3.01 0.09
H 1.34 -0.89 -0.14
Se -0.23 0.63 1.89
C 0.78 -0.46 3.01
C 2.01 -1.06 2.67
C 2.53 -2.10 3.44
C 1.89 -2.48 4.63
C 0.73 -1.79 5.05
C 0.20 -0.77 4.28
H 2.54 -0.72 1.78
H 3.44 -2.61 3.11
H 2.28 -3.29 5.23
H 0.24 -2.05 6.00
H -0.68 -0.22 4.59
*
```

Summary:
- lowest unoccupied orbital energy (alpha / beta) (eV) = 0.7 / -2.0
- highest occupied orbital energy (alpha / beta) (Eh) = -0.2343 / -0.3038
- Kohn-Sham gap (alpha / beta) (eV) = 7.07 / 6.26
- energy above the lowest of the compared OMol25 structures with the same formula, charge and spin (kJ/mol) = 149.9


# C16H19BCuN6

A structure of composition C16H19BCuN6 (ωB97M-V/def2-TZVPD, the OMol25 dataset).

The geometry in ORCA input format:
```
! wB97M-V def2-TZVPD RIJCOSX def2/J DEFGRID3
* xyz 2 2
C -0.27 2.98 -0.57
N -0.08 1.74 -1.00
N 0.07 1.77 -2.38
C -0.02 3.04 -2.77
C -0.24 3.85 -1.66
B 0.24 0.49 -3.26
N 1.40 -0.39 -2.73
N 1.49 -0.69 -1.38
C 2.58 -1.47 -1.23
C 3.20 -1.66 -2.48
C 2.42 -0.96 -3.39
Cu -0.06 0.16 -0.13
N -1.08 -0.32 -3.35
N -1.69 -0.84 -2.23
C -2.83 -1.40 -2.67
C -2.96 -1.26 -4.06
C -1.82 -0.58 -4.45
H -3.51 -1.88 -1.97
H -1.47 -0.25 -5.42
H -3.76 -1.62 -4.69
H 0.52 0.87 -4.36
H 2.51 -0.81 -4.46
H 0.09 3.27 -3.82
H 4.09 -2.22 -2.69
H -0.35 4.92 -1.65
H 2.87 -1.84 -0.25
H -0.43 3.19 0.49
H -0.81 -1.56 -0.27
C -0.19 -1.61 0.72
H 0.59 -2.38 0.53
H 0.38 -0.70 1.26
H -0.93 -1.82 1.53
C -4.63 1.18 1.61
C -4.45 0.04 0.81
C -3.15 -0.31 0.34
C -2.06 0.49 0.62
C -2.21 1.56 1.46
C -3.50 1.92 1.95
H -5.61 1.45 1.98
H -5.31 -0.60 0.58
H -3.06 -1.25 -0.18
H -1.38 2.13 1.84
H -3.60 2.79 2.62
*
```

Summary:
- lowest unoccupied orbital energy (alpha / beta) (eV) = -8.9 / -10.9
- highest occupied orbital energy (alpha / beta) (Eh) = -0.5649 / -0.5640
- Kohn-Sham gap (alpha / beta) (eV) = 6.49 / 4.45


# C16H19BrFN2O5PS

A cluster of 3 separate species, C16H19BrFN2O5PS in total (ωB97M-V/def2-TZVPD, the OMol25 dataset).

The geometry in ORCA input format:
```
! wB97M-V def2-TZVPD RIJCOSX def2/J DEFGRID3
* xyz 0 1
O -1.89 -3.26 -0.26
C -2.07 -2.11 -0.26
Br -0.87 -0.98 0.84
C -3.18 -1.44 -1.11
P -4.88 -1.39 -0.21
S -6.83 -1.13 0.84
C -5.69 -2.63 -1.36
C -5.82 -4.00 -0.64
F -6.74 -4.78 -1.36
H -2.88 -0.39 -1.30
H -3.17 -1.96 -2.09
H -4.88 0.02 -0.35
H -4.34 -1.90 1.01
H -7.41 -0.06 0.21
H -6.73 -2.31 -1.60
H -5.19 -2.77 -2.34
H -4.86 -4.56 -0.69
H -6.14 -3.91 0.42
C 1.71 1.26 2.30
C 2.79 1.61 3.09
C 3.06 2.95 3.33
C 2.23 3.92 2.78
C 1.16 3.57 1.98
C 0.89 2.23 1.74
N 2.50 5.34 3.05
O 3.47 5.61 3.74
O 1.74 6.16 2.57
H 1.49 0.21 2.12
H 3.42 0.85 3.52
H 3.90 3.22 3.95
H 0.52 4.33 1.54
H 0.05 1.95 1.12
C 3.44 -0.52 -3.72
C 3.00 -1.42 -2.76
C 3.33 -1.23 -1.43
C 4.12 -0.15 -1.07
C 4.57 0.75 -2.02
C 4.24 0.56 -3.35
N 4.45 0.07 0.34
O 4.05 -0.75 1.15
O 5.11 1.05 0.63
H 3.17 -0.66 -4.76
H 2.38 -2.26 -3.05
H 2.98 -1.94 -0.68
H 5.19 1.60 -1.74
H 4.59 1.26 -4.11
*
```

Summary:
- lowest unoccupied orbital energy (eV) = -0.7
- highest occupied orbital energy (Eh) = -0.3421
- Kohn-Sham gap (eV) = 8.64
- SMILES = O=[N+]([O-])c1ccccc1.O=[N+]([O-])c1ccccc1.O=C(Br)C[PH2](S)CCF
- energy above the lowest of the compared OMol25 structures with the same formula, charge and spin (kJ/mol) = 33.4


# C16H19ClCoN3O13P2

A structure of composition C16H19ClCoN3O13P2 (ωB97M-V/def2-TZVPD, the OMol25 dataset).

The geometry in ORCA input format:
```
! wB97M-V def2-TZVPD RIJCOSX def2/J DEFGRID3
* xyz 0 1
Co -0.43 -0.06 0.61
O 0.46 0.44 6.17
C -0.45 1.31 5.77
O -1.06 2.02 6.53
C -0.71 1.39 4.31
C -1.54 2.31 3.70
N -1.54 2.06 2.38
N -0.74 1.04 2.11
C -0.24 0.61 3.24
C 0.68 -0.53 3.06
O 1.33 -0.99 3.98
O 0.72 -0.91 1.82
H 0.83 -0.10 5.43
H -2.11 3.11 4.15
H -1.96 2.56 1.62
N -3.83 -0.61 -2.42
C -2.93 -1.26 -1.38
C -3.35 -2.70 -1.13
P -1.21 -1.15 -2.11
O -1.27 0.34 -2.74
O -1.15 -2.14 -3.19
O -0.26 -1.14 -0.93
P -2.94 -0.25 0.13
O -4.52 -0.12 0.36
O -2.23 -0.99 1.24
O -2.27 1.06 -0.18
H -3.99 -1.26 -3.19
H -3.32 0.21 -2.79
H -4.72 -0.31 -2.01
H -3.19 -3.29 -2.03
H -4.40 -2.76 -0.82
H -2.74 -3.11 -0.34
H -0.92 1.00 -2.12
H -4.76 0.09 1.27
C 3.14 0.78 -3.86
C 3.24 -0.18 -2.71
C 3.39 -1.54 -2.91
C 3.45 -2.42 -1.83
Cl 3.65 -4.13 -2.12
C 3.35 -1.94 -0.54
C 3.22 -0.58 -0.33
C 3.16 0.29 -1.40
O 3.06 1.66 -1.28
C 2.76 2.25 -0.04
C 1.29 2.21 0.36
O 0.82 3.09 1.03
O 0.62 1.19 -0.16
H 3.27 0.26 -4.81
H 3.88 1.57 -3.78
H 2.16 1.27 -3.87
H 3.46 -1.93 -3.91
H 3.36 -2.63 0.30
H 3.13 -0.23 0.69
H 3.04 3.30 -0.12
H 3.34 1.80 0.78
*
```

Summary:
- lowest unoccupied orbital energy (alpha / beta) (eV) = -1.5 / -1.5
- highest occupied orbital energy (alpha / beta) (Eh) = -0.2924 / -0.2923
- Kohn-Sham gap (alpha / beta) (eV) = 6.44 / 6.42
- energy above the lowest of the compared OMol25 structures with the same formula, charge and spin (kJ/mol) = 148.4


no.,maximum force (eV Å⁻¹)
1,1.591
2,5.236
3,7.500
4,4.296
5,2.452
6,2.376